Formula: C27H71F9GaN2O10S10
Source: the Open Molecules 2025 dataset
Level of theory: ωB97M-V/def2-TZVPD

Positions of all 130 atoms, in Å:
C -4.124 -1.781 -4.937
C -2.698 -1.262 -4.719
C -1.674 -2.024 -5.542
N -2.451 -0.299 -3.927
Ga -1.142 -0.813 -2.582
N -1.520 -2.676 -2.176
C 0.805 -0.605 -3.212
C 1.559 -1.890 -2.992
O 2.868 -1.870 -3.595
C -1.368 0.287 -0.851
C -0.075 0.163 -0.053
C -0.110 0.593 1.391
F -0.559 1.893 1.466
F 1.134 0.605 1.967
C -1.045 -0.123 2.417
F -2.318 0.163 2.175
F -0.758 0.372 3.638
S -0.900 -2.020 2.547
F -0.249 -1.967 4.003
F 0.555 -2.005 1.922
F -1.555 -2.141 1.117
F -2.343 -2.092 3.234
F -0.825 -3.605 2.618
H -4.169 -2.515 -5.746
H -4.803 -0.959 -5.167
H -4.430 -2.268 -4.010
H -1.736 -3.084 -5.287
H -0.660 -1.686 -5.350
H -1.897 -1.884 -6.604
H -2.301 -2.727 -1.529
H -0.733 -3.125 -1.719
H 1.316 0.235 -2.730
H 0.787 -0.397 -4.285
H 0.968 -2.716 -3.411
H 1.658 -2.087 -1.913
H 3.295 -2.714 -3.426
H -2.232 -0.136 -0.336
H -1.597 1.330 -1.076
H 0.347 -0.840 -0.141
H 0.667 0.830 -0.502
C -0.399 2.445 6.645
S -2.024 3.141 6.337
O -2.125 4.397 7.137
C -2.944 1.884 7.227
H 0.335 3.111 6.197
H -0.233 2.373 7.720
H -0.335 1.464 6.174
H -2.604 1.850 8.263
H -2.797 0.921 6.739
H -3.996 2.158 7.190
C -0.344 6.794 7.687
S 1.272 7.416 7.239
O 2.006 7.701 8.509
C 0.704 8.996 6.599
H -0.219 5.819 8.146
H -0.808 7.481 8.395
H -0.958 6.685 6.796
H 0.161 9.528 7.380
H 0.063 8.821 5.736
H 1.577 9.570 6.294
C -2.740 1.171 -7.676
S -0.954 1.201 -7.870
O -0.405 0.433 -6.733
C -0.785 2.951 -7.463
H -3.065 0.147 -7.831
H -2.987 1.499 -6.665
H -3.196 1.823 -8.424
H -1.204 3.131 -6.473
H -1.298 3.549 -8.216
H 0.277 3.189 -7.463
C 0.652 -6.026 -3.910
S -0.859 -5.955 -4.878
O -1.795 -5.060 -4.159
C -1.399 -7.634 -4.549
H 1.122 -5.046 -3.942
H 0.414 -6.283 -2.877
H 1.326 -6.765 -4.342
H -1.507 -7.756 -3.471
H -0.690 -8.363 -4.948
H -2.368 -7.767 -5.020
C 5.637 -8.625 -4.143
S 4.028 -7.854 -4.356
O 3.946 -6.750 -3.371
C 3.077 -9.228 -3.688
H 6.389 -7.907 -4.463
H 5.783 -8.872 -3.092
H 5.696 -9.520 -4.763
H 3.403 -9.430 -2.668
H 3.216 -10.105 -4.320
H 2.029 -8.937 -3.689
C 5.051 6.237 9.602
S 5.977 7.707 10.043
O 7.323 7.585 9.425
C 6.160 7.296 11.783
H 4.858 6.265 8.533
H 5.638 5.352 9.850
H 4.101 6.233 10.135
H 6.671 6.337 11.876
H 5.176 7.255 12.249
H 6.755 8.079 12.247
C -2.561 -4.124 -9.333
S -1.484 -2.703 -9.536
O -2.281 -1.512 -9.150
C -1.450 -2.733 -11.334
H -2.743 -4.240 -8.266
H -3.502 -3.945 -9.855
H -2.064 -5.014 -9.721
H -2.466 -2.651 -11.719
H -0.983 -3.659 -11.671
H -0.858 -1.882 -11.663
C 4.875 11.850 8.730
S 3.249 12.521 8.380
O 3.104 13.757 9.195
C 2.330 11.224 9.213
H 5.614 12.539 8.325
H 5.008 11.759 9.808
H 4.978 10.877 8.250
H 2.634 11.172 10.258
H 2.510 10.270 8.715
H 1.273 11.476 9.151
C -5.024 -8.431 -1.405
S -5.228 -7.548 -2.958
O -4.319 -8.197 -3.941
C -4.402 -6.038 -2.448
H -5.433 -9.431 -1.535
H -3.964 -8.491 -1.161
H -5.570 -7.908 -0.620
H -3.383 -6.265 -2.138
H -4.963 -5.577 -1.635
H -4.369 -5.368 -3.305

charge	-1
HOMO-LUMO gap	0.1866	Eh